A cluster of 2 separate species, C4H14N3O2 in total in a non-equilibrium geometry. Source: OMol25; level of theory: ωB97M-V/def2-TZVPD.

Summary:
Net charge ... +1
Energy relative to the best compared isomer or geometry (same formula, charge and spin) ... 0.0 kcal/mol
Multiplicity ... 1
Gap between HOMO and LUMO ... 10.517 eV

Each line ends with the natural charge from an NBO analysis.
Positions of all 23 atoms, in Å:
1 N -0.3929 1.9046 0.0358  -0.69
2 C 0.1245 0.4915 -0.2847  -0.14
3 C -0.9937 -0.5369 -0.1101  -0.44
4 C -0.5042 -1.8172 0.6017  -0.22
5 N 0.3917 -2.5447 -0.2892  -0.88
6 C 0.6352 0.6037 -1.7473  0.66
7 N 1.0172 -0.5222 -2.3653  -0.81
8 O 0.7041 1.7227 -2.2370  -0.63
9 H -0.1533 2.1067 1.0183  0.47
10 H 0.0507 2.5534 -0.5693  0.46
11 H -1.4169 1.9444 -0.0842  0.43
12 H 0.9394 0.2895 0.3777  0.24
13 H -1.8695 -0.0911 0.5328  0.22
14 H -1.4250 -0.8326 -1.1281  0.24
15 H 0.0191 -1.5305 1.5502  0.20
16 H -1.4411 -2.4309 0.9288  0.21
17 H -0.0317 -3.3203 -0.7212  0.39
18 H 1.2856 -2.8941 0.1492  0.39
19 H 0.9401 -1.4589 -1.8848  0.44
20 H 1.3899 -0.4813 -3.2970  0.42
21 H 1.0170 2.4634 3.2223  0.51
22 H -0.4668 2.2317 3.5031  0.50
23 O 0.1808 2.1492 2.7982  -0.98



A cluster of 2 separate species, C4H14N4 in total. Source: OMol25; level of theory: ωB97M-V/def2-TZVPD.

Summary:
Structure (SMILES) ... N/C=C/N.CNCN
Energy relative to the best compared isomer or geometry (same formula, charge and spin) ... 35.6 kcal/mol
Multiplicity ... 1
Gap between HOMO and LUMO ... 10.095 eV

Each line ends with the natural charge from an NBO analysis.
Positions of all 22 atoms, in Å:
1 C -0.8329 -0.5569 2.1130  -0.43
2 N 0.2575 0.4238 2.0140  -0.64
3 C -0.2658 1.7108 1.4922  -0.06
4 N -0.5861 1.7587 0.0883  -0.84
5 H -0.4127 -1.4944 2.4695  0.21
6 H -1.6966 -0.2146 2.6950  0.17
7 H -1.2302 -0.7284 1.1093  0.19
8 H 0.5527 0.6580 2.9574  0.36
9 H 0.5313 2.4379 1.6531  0.19
10 H -1.1627 2.0200 2.0447  0.15
11 H 0.2612 1.7378 -0.4606  0.37
12 H -1.1257 0.9545 -0.2115  0.35
13 C 0.9859 -1.0890 -1.3137  -0.03
14 C 0.2573 -0.6645 -2.3364  -0.06
15 N -0.6329 -1.5400 -3.0515  -0.84
16 N 1.8661 -0.2710 -0.5576  -0.89
17 H 0.8668 -2.1351 -1.0220  0.17
18 H 0.1608 0.3988 -2.5607  0.17
19 H -0.4664 -1.4662 -4.0521  0.36
20 H -1.5705 -1.1407 -2.9928  0.35
21 H 2.7852 -0.6673 -0.4435  0.37
22 H 1.4579 -0.1322 0.3662  0.40



A structure of composition C4H14N4 in a non-equilibrium geometry. Source: OMol25; level of theory: ωB97M-V/def2-TZVPD.

Summary:
Energy relative to the best compared isomer or geometry (same formula, charge and spin) ... 94.9 kcal/mol
Multiplicity ... 1
Gap between HOMO and LUMO ... 8.372 eV

Each line ends with the natural charge from an NBO analysis.
Positions of all 22 atoms, in Å:
1 C -2.1412 -0.4153 -1.0268  -0.43
2 C 1.2301 1.2248 -0.9694  -0.70
3 N -1.2026 0.2300 -0.1402  -0.48
4 C 0.6274 -0.0778 -0.5048  0.54
5 N -1.5291 1.5724 0.2282  -0.69
6 N 0.8848 -1.1352 -1.1904  -0.87
7 H -2.4337 1.6029 0.7009  0.34
8 H -1.6343 2.1472 -0.6127  0.32
9 H 0.4855 -1.9810 -0.7906  0.33
10 H -3.1737 -0.4323 -0.6482  0.18
11 H -1.8148 -1.4522 -1.1546  0.21
12 H -2.1576 0.0600 -2.0219  0.16
13 H 2.3194 1.1893 -0.8651  0.22
14 H 0.9953 1.3694 -2.0234  0.24
15 H 0.8551 2.0696 -0.3909  0.22
16 C 1.6311 -1.3127 1.7559  -0.41
17 N 0.7702 -0.2403 1.2536  -0.69
18 H 1.0748 0.6929 1.5228  0.40
19 H -0.3117 -0.3335 1.2499  0.47
20 H 2.6758 -1.1056 1.5199  0.21
21 H 1.3489 -2.2482 1.2756  0.21
22 H 1.5003 -1.4245 2.8324  0.20



A cluster of 2 separate species, C4H14N4 in total in a non-equilibrium geometry. Source: OMol25; level of theory: ωB97M-V/def2-TZVPD.

Summary:
Net charge ... +2
Energy relative to the best compared isomer or geometry (same formula, charge and spin) ... 159.7 kcal/mol
Multiplicity ... 1
Gap between HOMO and LUMO (alpha / beta) ... 7.940 / 7.781 eV

Each line ends with the natural charge from an NBO analysis.
Positions of all 22 atoms, in Å:
1 C -0.4571 0.9529 -0.3952  -0.13
2 C 2.7472 -0.0495 -0.2376  -0.71
3 C -2.4521 -0.8537 1.5520  -0.49
4 C 1.4519 -0.4557 0.3311  0.26
5 N -0.3159 1.0743 -1.8170  -0.19
6 N 0.3030 0.0028 0.2548  -0.41
7 N 0.3793 0.2864 -2.6953  -0.43
8 N -1.1532 -0.7110 1.9932  -0.44
9 H -0.2551 2.0152 -0.0064  0.28
10 H -1.5357 0.5278 -0.1480  0.26
11 H 3.2972 0.3225 0.5375  0.29
12 H 3.3357 -0.8359 -0.5987  0.29
13 H 2.5242 0.7847 -0.9324  0.21
14 H -2.7711 -1.7634 1.1386  0.27
15 H -3.0575 -0.7853 2.5180  0.30
16 H -2.9086 0.0361 0.9365  0.25
17 H 1.4800 -1.4147 0.9289  0.20
18 H -1.0136 0.0432 2.6967  0.43
19 H -0.9007 1.6949 -2.3314  0.43
20 H 1.1407 -0.1419 -2.0986  0.41
21 H 0.6588 0.7650 -3.6473  0.47
22 H -0.4974 -1.4949 2.0207  0.43



A structure of composition C4H14N4O in a non-equilibrium geometry. Source: OMol25; level of theory: ωB97M-V/def2-TZVPD.

Summary:
Energy relative to the best compared isomer or geometry (same formula, charge and spin) ... 52.7 kcal/mol
Multiplicity ... 1
Gap between HOMO and LUMO ... 7.888 eV

Each line ends with the natural charge from an NBO analysis.
Positions of all 23 atoms, in Å:
1 C 0.5655 -1.4548 0.8848  -0.17
2 C -0.5420 -2.3297 1.4563  -0.64
3 O 1.0972 -2.0042 -0.3342  -0.75
4 H 0.4225 -1.8841 -1.0134  0.46
5 H 1.4149 -1.4761 1.5746  0.17
6 H -0.0924 -0.3393 0.3951  0.22
7 H -0.7962 -1.9938 2.4630  0.21
8 H -0.2492 -3.3832 1.5192  0.21
9 H -1.4441 -2.2639 0.8406  0.19
10 C -0.6265 0.9653 -0.2810  0.00
11 C 0.6298 1.3606 -0.7784  0.42
12 N 0.8863 1.4250 -2.1281  -0.81
13 N -1.0882 1.5543 0.9524  -0.86
14 N -1.6614 0.7960 -1.2756  -0.86
15 N 1.6621 1.3479 0.1275  -0.82
16 H 0.0721 1.1944 -2.6840  0.41
17 H 1.7291 0.9746 -2.4586  0.38
18 H -1.1022 2.5668 0.9613  0.36
19 H -0.5444 1.2696 1.7591  0.36
20 H -2.3330 0.1061 -0.9574  0.37
21 H -2.1762 1.6616 -1.4147  0.35
22 H 2.5742 1.4477 -0.3005  0.38
23 H 1.6020 0.4593 0.6919  0.41



A cluster of 2 separate species, C4H14N5 in total in a non-equilibrium geometry. Source: OMol25; level of theory: ωB97M-V/def2-TZVPD.

Summary:
Net charge ... +1
Energy relative to the best compared isomer or geometry (same formula, charge and spin) ... 31.6 kcal/mol
Multiplicity ... 1
Gap between HOMO and LUMO ... 9.880 eV

Each line ends with the natural charge from an NBO analysis.
Positions of all 23 atoms, in Å:
1 C -0.7379 -0.4969 -0.6604  0.40
2 C 0.9532 -1.5383 -2.1185  -0.44
3 C 1.1866 2.3259 -0.9984  0.00
4 C -1.7731 0.3865 2.6311  -0.43
5 N -1.3561 -0.1701 0.4498  -0.35
6 N 1.2443 -1.4421 0.2924  -0.66
7 N 0.4694 -1.0658 -0.8671  -0.25
8 N 0.2198 1.9114 -0.3514  -0.67
9 N -1.0421 -0.5319 1.7531  -0.42
10 H -1.3551 -0.2737 -1.5480  0.24
11 H 0.3753 -1.2993 -3.0081  0.24
12 H 2.0540 -1.1969 -2.4306  0.22
13 H 1.0310 -2.6151 -2.1523  0.22
14 H 1.9916 1.8553 -1.5415  0.17
15 H 1.4800 3.3210 -1.0324  0.15
16 H 2.1542 -0.7941 0.2081  0.38
17 H -1.2669 1.3749 2.4398  0.19
18 H -2.8888 0.2546 2.4607  0.21
19 H -1.6189 0.0346 3.5954  0.23
20 H -2.3123 0.1155 0.2972  0.42
21 H 1.4796 -2.3893 0.3794  0.39
22 H -0.2598 2.6247 0.2962  0.37
23 H -0.0281 -0.3908 1.9055  0.39



The ion C4H14N5O2S with charge +1 in a non-equilibrium geometry. Source: OMol25; level of theory: ωB97M-V/def2-TZVPD.

Summary:
Net charge ... +1
Energy relative to the best compared isomer or geometry (same formula, charge and spin) ... 0.0 kcal/mol
Multiplicity ... 1
Gap between HOMO and LUMO ... 7.750 eV

Each line ends with the natural charge from an NBO analysis.
Positions of all 26 atoms, in Å:
1 C -0.7364 -1.4164 0.2153  -0.43
2 C 0.0894 1.0748 0.4186  -0.28
3 C -2.0855 -1.1839 -0.5012  -0.21
4 C 0.4439 -0.3743 -0.0485  -0.06
5 N 2.5796 3.5511 0.1825  -0.58
6 N 1.6770 2.7348 0.6665  0.03
7 N 1.3520 1.6849 0.0029  -0.38
8 N -2.4993 0.2277 -0.4723  -0.88
9 N 1.5984 -0.8810 0.7136  -0.77
10 O 4.3106 -0.7765 0.0737  -0.89
11 O 2.6550 -2.0499 -1.2861  -0.85
12 S 2.9395 -0.7647 -0.7745  1.80
13 H -0.9148 -1.5296 1.2754  0.21
14 H -0.3941 -2.3418 -0.1748  0.22
15 H -0.7524 1.5178 -0.1225  0.28
16 H -0.0478 1.2470 1.4928  0.21
17 H -1.8718 -1.3391 -1.5239  0.20
18 H -2.9528 -1.7932 -0.0902  0.21
19 H 0.7263 -0.2909 -1.0938  0.21
20 H 2.3948 4.5391 0.4319  0.42
21 H 3.0403 3.2648 -0.7076  0.37
22 H -2.9347 0.6544 0.3023  0.37
23 H -3.0628 0.2980 -1.3316  0.38
24 H 1.3290 -1.6561 1.3350  0.44
25 H 1.9327 -0.2345 1.4433  0.43
26 H 4.8069 -1.6574 0.2199  0.55



A structure of composition C4H14NNaPSi in a non-equilibrium geometry. Source: OMol25; level of theory: ωB97M-V/def2-TZVPD.

Summary:
Net charge ... +1
Energy relative to the best compared isomer or geometry (same formula, charge and spin) ... 55.2 kcal/mol
Multiplicity ... 1
Gap between HOMO and LUMO ... 5.604 eV

Each line ends with the natural charge from an NBO analysis.
Positions of all 22 atoms, in Å:
1 C 3.2808 -0.4708 0.9432  -0.91
2 P 1.5229 0.1404 0.5256  0.24
3 C 1.5051 1.8948 -0.2304  -0.92
4 Si 0.4786 -1.1305 -0.9234  0.81
5 C -1.3062 -0.4430 -1.2214  -0.88
6 C -2.0209 0.2107 0.0977  -0.24
7 N -2.8387 -0.7508 0.9328  -0.95
8 H 3.2070 -1.0798 1.9674  0.25
9 H 3.9087 0.5041 1.2298  0.25
10 H 3.7999 -1.1209 0.1200  0.24
11 H 0.6263 2.4833 0.2723  0.23
12 H 1.2415 1.8414 -1.3916  0.23
13 H 2.5531 2.4281 -0.1592  0.27
14 H 1.1903 -0.9543 -2.2160  -0.16
15 H 0.5282 -2.5687 -0.6397  -0.14
16 H -1.9591 -1.2692 -1.7739  0.26
17 H -1.1864 0.4308 -2.0262  0.26
18 H -2.7457 1.0799 -0.2849  0.18
19 H -1.2769 0.7522 0.8453  0.23
20 H -3.8211 -0.8531 0.5925  0.35
21 H -2.3663 -1.6715 1.0746  0.41
22 Na -4.3211 0.5471 2.2653  0.98